# C3H4N4O

C3H4N4O in the gas phase in a non-equilibrium geometry (ωB97M-V with the def2-TZVPD basis set, OMol25).

Geometry as XYZ:
```
12
Properties=species:S:1:pos:R:3
C 2.04280 0.76731 0.12910
C 1.83704 -0.55417 -0.12846
O 0.58209 -1.15456 -0.28458
C -0.57312 -0.54095 -0.14620
N -0.78897 0.87495 -0.28303
N -2.07345 1.03546 -0.20327
N -2.59397 -0.21751 0.04947
N -1.75812 -1.26051 0.13058
H 3.11672 1.26057 0.59595
H 1.18371 1.44828 0.00364
H 2.54100 -1.33247 -0.15696
H -3.51574 -0.32641 0.29377
```

The value obtained for the HOMO energy is -9.19 eV. The energy above the lowest of the compared OMol25 structures with the same formula, charge and spin is 3.949 eV. The total energy comes out at -11180.020 eV.